1.
A molecular structure, C17H32Al3Cl5F4N2O9S2Si in a non-equilibrium geometry, computed with the ωB97M-V functional and the def2-TZVPD basis.

The calculation puts the frontier orbital gap at 2.00 eV. The calculation puts the LUMO energy at -4.49 eV. Its total charge is 0.

Positions of all 75 atoms, in Å:
Cl 1.1924 4.7766 7.1123
Cl -0.3900 2.3316 7.1482
Cl -0.1740 -3.6516 -1.0022
Cl 0.0338 3.7553 4.6428
Cl -3.8616 5.9406 -1.9699
S 1.9804 -7.1351 -0.8117
S -0.2938 3.5552 -1.4680
Si -0.0915 -0.1045 -0.0857
Al 1.3388 8.1027 1.5363
Al 6.6445 2.1925 3.3749
Al -7.2748 4.8370 0.6851
F -6.8553 5.5862 2.2681
F -7.2439 6.0964 -0.6021
F -6.0776 3.5496 0.2941
F -8.9224 4.1159 0.7799
O 3.1750 -6.5119 -1.3456
O 3.3128 1.3831 1.3917
O 0.9715 5.6353 0.1773
O 5.6730 1.2038 2.2254
O 0.6447 3.8042 -4.6278
O 1.3152 -6.6437 0.3767
O -3.3673 3.6899 -3.3198
O -2.4360 0.7596 3.0585
O -3.5904 -0.6585 -0.7062
N 0.0002 3.7438 1.5388
N 0.5190 4.6519 2.4806
C 4.4963 1.8302 2.1426
C 2.2850 -8.8790 -0.6080
C -1.2177 -0.8137 1.3317
C -1.0624 0.8289 -1.4644
C 2.4442 -1.4602 -0.9892
C -1.6279 2.3109 -0.9743
C -2.3929 0.2147 1.8309
C 1.0972 5.7921 1.6614
C 1.0247 -9.5450 -1.1397
C 0.2406 4.3300 0.1515
C 0.6658 -8.7906 -2.4191
C 3.6680 0.6329 0.1771
C -0.1828 3.9212 6.3936
C 0.8151 -1.6151 -0.8691
C 3.1943 -0.9371 0.3709
C -2.8131 4.8561 -3.6156
C 0.7693 -7.2970 -2.1151
H 2.7956 -0.8085 -1.9249
H 0.4902 -2.5954 -0.2699
H -0.5005 -1.0275 2.2551
H -2.3447 5.4173 -2.7892
H -1.9133 0.1691 -1.9251
H 2.4797 -9.1042 0.4420
H -1.7232 -1.8208 1.0108
H -0.3351 -9.0525 -2.7760
H -1.8131 2.3868 0.1790
H -0.1796 -6.8967 -1.7476
H 0.3388 -1.7625 -1.9539
H 1.1100 4.5688 -4.3413
H 2.9853 1.0683 -0.6987
H -3.4686 5.6331 -4.0443
H -1.0865 4.5088 6.5746
H 1.3770 -9.0561 -3.2107
H 0.8024 0.8624 0.5522
H 4.3769 2.8253 2.7906
H -4.4853 -0.9216 -0.5913
H 4.7731 0.7647 -0.1849
H -1.9915 4.8531 -4.3518
H 1.1823 -10.6111 -1.3275
H 4.1583 -1.6272 0.5123
H -2.6551 2.4731 -1.5121
H -0.2800 1.0574 -2.3278
H -3.2181 0.5258 1.0391
H 1.0988 -6.7304 -2.9896
H 2.8623 -2.5550 -1.2172
H 2.5627 -1.1064 1.3683
H 1.6082 6.7617 2.0714
H 3.1555 -9.1400 -1.2173
H 0.2112 -9.4455 -0.4112

Mulliken atomic charge list, values in e, 8 entries:
1. Cl -0.156
2. Cl -0.120
3. Cl -0.170
4. Cl 0.103
5. Cl -0.182
6. S 1.187
7. S 0.050
8. Si -0.057

2.
A molecular structure, C17H32BiN8O2, computed with the ωB97M-V functional and the def2-TZVPD basis.

The value obtained for the energy relative to the best compared isomer or geometry (same formula, charge and spin) is 0.0 kcal per mole. The calculation puts the frontier orbital gap at 8.80 eV. The calculation puts the LUMO energy at -8.53 eV. Its total charge is +3.

Positions of all 60 atoms, in Å:
Bi 1.3314 -0.6127 1.5595
O 0.8393 -1.9842 -0.2090
O -0.4884 -2.9805 -1.7230
N 3.8016 -0.1335 1.8345
N -5.1271 -0.8205 -5.0303
N -4.1239 -2.0351 -3.3461
N 0.8861 1.7108 1.5243
N -1.1885 -0.7576 0.9977
N -3.0584 -1.7690 -5.3839
N 2.1441 0.3616 -0.4970
N 1.7596 0.6352 3.8495
C -0.3143 -2.2139 -0.8046
C 3.6376 0.3858 -0.5382
C 0.9272 2.3640 0.3538
C 0.6697 1.6131 3.9679
C 0.0970 3.6659 2.6134
C -2.8574 -2.0151 -0.3316
C 1.4784 1.6266 -0.8516
C 0.5159 3.6788 0.2536
C -1.4832 -1.3212 -0.3583
C 0.5226 2.3591 2.6576
C 3.1092 1.2526 3.7924
C -3.1445 -3.0017 -2.8185
C 4.2238 0.8298 0.7919
C 0.0703 4.3282 1.3926
C -3.2249 -3.1485 -1.3080
C -4.1050 -1.5536 -4.5860
C 4.1228 0.2722 3.2367
H 1.8098 -0.3978 -1.0861
H 3.9840 1.0327 -1.3425
H -0.2543 1.0850 4.2147
H -1.4747 -0.4880 -1.0671
H 0.6700 1.4217 -1.5558
H -2.1334 -2.7251 -3.1088
H -3.6289 -1.2388 -0.3305
H 2.1754 2.2901 -1.3663
H 0.5696 4.1945 -0.6989
H -2.9220 -2.4961 0.6496
H -5.1844 -0.5494 -5.9974
H 5.1197 0.7109 3.2880
H 0.8396 2.3356 4.7658
H -2.3746 -2.4664 -5.1486
H 3.0516 2.1400 3.1601
H 3.4375 1.5884 4.7781
H 5.3107 0.8816 0.7161
H 4.1402 -0.6321 3.8478
H -2.6044 -4.0120 -1.0771
H 3.8638 1.8246 1.0651
H -5.9726 -0.7278 -4.4921
H -1.4403 -1.4892 1.6621
H 1.7234 -0.0074 4.6365
H -4.2483 -3.4394 -1.0529
H -0.1838 4.1735 3.5292
H -3.3678 -3.9831 -3.2395
H 4.2771 -1.0183 1.6528
H -5.0191 -2.0120 -2.8814
H 3.9727 -0.6278 -0.7680
H -3.0972 -1.4865 -6.3492
H -0.2543 5.3603 1.3407
H -1.8058 0.0214 1.2160

Mulliken atomic charge list, values in e, 8 entries:
1. Bi 1.664
2. O -0.818
3. O -0.628
4. N -0.206
5. N -0.371
6. N -0.086
7. N 0.784
8. N -0.602

3.
A molecular structure, C17H32CdNO2P2 in a non-equilibrium geometry, computed with the ωB97M-V functional and the def2-TZVPD basis.

The value obtained for the energy relative to the best compared isomer or geometry (same formula, charge and spin) is 47.0 kcal per mole. The calculation puts the frontier orbital gap at 5.25 eV. The calculation puts the LUMO energy at -3.96 eV. Its total charge is +1.

Positions of all 55 atoms, in Å:
Cd -0.0185 0.3142 0.0650
P -2.3848 0.4905 -0.8051
P 2.4059 -0.3523 -0.6783
O -1.9640 -2.1672 -4.2354
O -0.4663 -3.6676 -2.0225
N 0.2549 1.1480 -2.1591
C -0.1341 -0.7765 1.9170
C 2.7114 1.1107 -1.7676
C -0.7141 2.0468 -4.1830
C -2.1503 0.9051 -2.4976
C -0.8656 1.3598 -2.9474
C -1.2440 0.7107 4.9909
C 0.5341 2.4933 -4.5921
C -3.1059 1.8884 0.1233
C -0.0318 -0.1771 3.0250
C 2.8381 -1.7658 -1.7520
C 3.6778 -0.3195 0.6230
C -0.0076 -0.0433 4.5010
C 1.6530 2.1850 -3.8053
C 1.4776 1.4791 -2.6078
C -3.4553 -0.9589 -0.5745
C 1.2362 0.7095 4.9745
C -0.0010 -1.4594 5.0701
H -4.1029 2.1452 -0.2538
H -3.1639 1.6113 1.1858
H -0.2900 -1.8793 1.7414
H 3.8770 -1.7156 -2.1102
H 3.5611 -1.2392 1.2130
H -2.4481 2.7615 0.0288
H 2.9583 1.9587 -1.1046
H 1.2337 1.7457 4.6140
H -2.9947 1.0406 -3.1805
H 0.8939 -2.0022 4.7387
H -0.8928 -2.0103 4.7439
H 0.6577 3.0610 -5.5144
H 4.7022 -0.2615 0.2343
H 0.4722 -3.4236 -1.9468
H 2.1587 0.2177 4.6408
H -2.4854 -2.4485 -5.0186
H 2.6988 -2.6893 -1.1692
H -1.2382 1.7472 4.6311
H 3.5680 0.8999 -2.4294
H -2.9687 -1.8474 -1.0011
H -4.4380 -0.8141 -1.0433
H 3.4894 0.5262 1.2972
H 2.1592 -1.8053 -2.6162
H 1.2216 0.7212 6.0734
H -2.1595 -1.2227 -4.0767
H -2.1699 0.2232 4.6599
H 0.0028 -1.4277 6.1664
H -0.7821 -3.3624 -2.9085
H 2.6569 2.4859 -4.0809
H -3.5858 -1.1136 0.5069
H -1.6113 2.2405 -4.7731
H -1.2259 0.7232 6.0895

Mulliken atomic charge list, values in e, 8 entries:
1. Cd 0.589
2. P 0.336
3. P 0.596
4. O -0.631
5. O -0.620
6. N 0.026
7. C -0.953
8. C -1.137